Below is a single C5H6O2 molecule, with properties calculated with ωB97M-V/def2-TZVPD.

Structure (XYZ):
```
13
Properties=species:S:1:pos:R:3:forces:R:3
C 0.77503 0.69964 1.51261 -0.4 -0.5 0.3
C 0.22351 0.51733 0.32894 2.7 1.2 -0.7
C -0.12309 1.22813 -0.87240 -0.6 -0.2 -0.5
C 0.09343 -0.29797 -0.99383 -0.1 1.4 2.9
C -0.96995 -1.08194 -0.33843 -3.4 -1.9 -4.9
O -2.15401 -0.90442 -0.67643 2.2 -0.3 2.3
O -0.57162 -2.26216 0.23029 -0.1 0.8 0.6
H 0.93372 1.69746 1.90932 -0.4 -0.1 0.1
H 0.99834 -0.13505 2.16722 0.3 0.0 -0.1
H -1.13052 1.62525 -0.94104 -0.1 -0.2 -0.2
H 0.62953 1.86350 -1.32590 0.1 -0.2 0.0
H 0.93898 -0.73093 -1.51602 0.0 -0.1 0.5
H 0.35665 -2.21883 0.51567 -0.3 0.1 -0.2
```
Positions in Å, forces in eV/Å.

Properties
M in g mol⁻¹: 98.1
E_tot in eV: -9374.1803
LUMO in eV: 0.26
Relative energy (zero: lowest compared OMol25 entry of this formula, charge and spin) in kcal per mole: 67.2
Orbital gap in Eh: 0.3559
E_HOMO in eV: -9.42